C10H40N2O9 as an isolated structure in a non-equilibrium geometry. Source: OMol25; level of theory: wB97M-V/def2-TZVPD.

Results
Energy above the lowest of the compared OMol25 structures with the same formula, charge and spin = 1408.51 kJ/mol
LUMO level = 0.12 eV
Net charge = 0
E_HOMO = -0.245 Ha
Spin multiplicity = 1

XYZ file:
```
61
Properties=species:S:1:pos:R:3:forces:R:3:lowdin_charge:R:1
O 0.00847 0.08686 0.00009 1.36 0.33 -1.31 -0.08
H 0.95112 0.03932 0.15940 -0.50 0.17 0.49 -0.13
H -0.06710 0.39968 -0.90139 -1.11 -0.08 0.37 -0.07
O -1.21394 2.44354 -1.15767 -1.89 4.41 -1.66 -0.04
H -2.14065 2.24539 -1.29252 -0.41 0.44 -0.81 0.07
H -0.75186 1.83175 -1.73077 0.29 0.71 -0.17 -0.12
O -0.07143 0.85045 -2.08530 -4.13 2.29 -5.52 0.03
H 0.75762 0.39045 -2.21690 0.80 -0.92 -0.84 -0.17
H -0.60228 0.61037 -2.84477 -0.51 -0.20 -0.38 0.15
O 1.71948 -0.18606 -2.10300 5.60 -2.13 -1.43 0.13
H 2.18947 0.64778 -2.10968 1.16 0.19 0.02 0.14
H 1.83516 -0.51963 -1.21330 0.38 0.02 0.32 0.04
O -1.87691 -0.50302 0.86649 -6.23 -1.68 4.70 -0.16
H -2.19722 0.35387 1.14821 0.08 -0.06 0.54 -0.02
H -1.05266 -0.31537 0.41745 -0.16 0.44 0.65 -0.17
O 1.07734 1.42922 1.77579 1.68 0.66 0.66 -0.02
H 1.27459 2.31998 2.06540 0.13 0.22 0.25 0.07
H 0.18457 1.26951 2.08189 -0.11 -0.47 0.11 0.02
C 2.76338 -2.47388 -0.42495 -1.20 -0.70 0.18 -0.06
C 2.06692 -1.70178 0.68768 0.86 -1.26 1.20 -0.19
O 2.06352 -0.31197 0.40263 6.05 -1.51 1.07 -0.06
H 3.84847 -2.56234 -0.47852 -0.05 0.87 0.14 0.10
H 2.25281 -2.16357 -1.33662 1.18 -0.10 -0.28 0.04
H 2.42051 -3.50619 -0.35508 0.27 -0.13 0.39 0.08
H 2.52043 -1.92380 1.65366 0.42 0.43 0.05 0.13
H 1.03337 -1.99649 0.86940 -0.03 -0.19 -0.68 0.12
H 2.26886 0.21716 1.17688 -0.07 0.43 0.41 0.12
C -1.27967 -2.12369 -0.43396 2.08 -2.05 -0.39 -0.10
C -0.67324 -2.06211 -1.82075 -1.62 -2.14 0.39 -0.36
C 0.32478 -3.20409 -2.10177 0.97 0.55 -1.31 -0.14
O 1.12502 -2.86309 -3.30685 0.32 0.23 0.46 -0.21
C 2.28082 -3.66222 -3.60765 -1.11 -0.48 0.52 -0.10
N -1.90273 -2.24109 -2.64153 0.86 0.76 -1.39 0.03
H -2.04436 -1.35481 -0.32365 -0.71 -1.77 -1.14 0.06
H -0.64873 -1.74305 0.36924 0.41 -1.43 -0.86 0.05
H -1.50534 -3.12022 -0.05436 -0.63 -0.39 -0.61 0.10
H -0.28966 -1.05264 -1.96886 -0.10 -1.38 -0.30 0.10
H -0.17233 -4.14287 -2.34607 -0.38 -0.03 0.29 0.13
H 0.99776 -3.36493 -1.25956 -0.63 -0.21 -0.37 0.07
H 1.97759 -4.60578 -4.06137 -0.15 -0.23 -0.08 0.08
H 2.83060 -3.92848 -2.70490 0.18 0.15 0.11 0.07
H 2.95238 -3.19106 -4.32535 -0.28 0.51 0.19 0.09
H -2.36611 -3.11269 -2.42777 -0.02 -0.07 0.55 0.07
H -1.57915 -2.38143 -3.58794 -0.15 0.08 -0.60 0.06
C -2.54007 3.69357 1.68483 0.81 1.34 -0.44 -0.03
C -1.39361 2.72073 1.93664 -1.90 -0.90 -1.57 -0.38
C -1.40995 2.10999 3.32249 0.90 0.15 -0.54 -0.20
O -1.23473 3.06806 4.32075 0.67 1.71 0.93 -0.15
C -0.06517 3.91253 4.29689 0.51 -0.67 0.66 -0.09
N -1.49088 1.62400 0.91441 -0.74 5.16 4.64 -0.03
H -3.40903 3.32368 1.14061 0.01 -0.57 0.40 0.08
H -2.07860 4.39513 0.98989 -0.33 0.37 -0.22 0.08
H -2.85377 4.30827 2.52855 -0.02 -0.30 0.22 0.08
H -0.44801 3.21042 1.70391 -0.07 0.57 0.56 0.11
H -0.59021 1.39417 3.38362 -0.03 -0.46 0.46 0.11
H -2.31868 1.54200 3.52171 -0.12 0.30 -0.03 0.15
H -0.09851 4.63585 5.11164 -0.89 0.23 -0.28 0.09
H 0.26187 4.40158 3.37930 -1.01 0.19 -0.37 0.08
H 0.86539 3.42682 4.59057 0.05 -1.16 0.02 0.08
H -1.95102 1.96579 0.08282 0.36 -0.23 1.96 0.04
H -0.53454 1.45064 0.63969 -1.08 -0.03 -0.35 0.05
```
Forces are in eV/Å.

One molecule with the formula C3H6O5 in a non-equilibrium geometry. Source: OMol25; level of theory: wB97M-V/def2-TZVPD.

Results
SMILES = O=CC(O)(O)C(O)O
Energy above the lowest of the compared OMol25 structures with the same formula, charge and spin = 190.78 kJ/mol
LUMO level = 0.54 eV
Net charge = 0
E_HOMO = -0.356 Ha
Spin multiplicity = 1

XYZ file:
```
14
Properties=species:S:1:pos:R:3:forces:R:3:lowdin_charge:R:1
O -0.61065 -0.74634 1.81212 1.11 -0.48 -0.62 0.05
C 0.32242 -0.81788 1.02052 -0.19 0.99 1.68 -0.13
C 0.55430 0.34192 0.03658 -1.25 0.15 -0.81 -0.54
O 1.65379 0.13737 -0.79481 -0.02 0.05 0.30 0.06
O 0.64943 1.58442 0.66117 0.24 -0.11 0.11 0.07
C -0.74464 0.21060 -0.82039 1.67 -2.09 0.09 -0.31
O -0.76983 -1.32506 -0.92376 -0.37 1.61 -0.59 -0.02
O -1.82757 0.59976 -0.13191 -0.88 -0.63 1.31 0.04
H 1.11840 -1.57533 1.08052 -0.23 -0.31 -0.05 0.15
H 2.39478 0.63406 -0.42660 0.03 -0.03 -0.03 0.12
H -0.21746 1.80803 1.03234 0.11 -0.08 -0.09 0.12
H -0.66342 0.70195 -1.79694 -0.16 -0.22 0.19 0.17
H -0.03560 -1.61249 -1.48280 -0.06 0.18 -0.14 0.10
H -1.82394 0.05899 0.73398 0.00 0.97 -1.35 0.13
```
Forces are in eV/Å.

A 2-piece molecular cluster, C2H3NO2 overall in a non-equilibrium geometry. Source: OMol25; level of theory: wB97M-V/def2-TZVPD.

Results
Energy above the lowest of the compared OMol25 structures with the same formula, charge and spin = 521.05 kJ/mol
LUMO level (alpha / beta) = -0.83 / -1.10 eV
Net charge = 0
E_HOMO (alpha / beta) = -0.331 / -0.321 Ha
Spin multiplicity = 1

XYZ file:
```
8
Properties=species:S:1:pos:R:3:forces:R:3:lowdin_charge:R:1
C 0.67373 0.72777 0.09145 0.65 0.21 0.39 -0.38
C -0.37492 -0.07207 -0.17300 -0.29 -0.26 -0.78 0.02
N 0.99101 0.25751 -2.70616 0.61 1.88 0.96 0.22
O 1.05020 1.72791 -0.63030 -0.63 0.98 1.85 -0.11
O 1.34773 1.26761 -2.34768 -0.25 -2.68 -2.57 0.04
H 1.30415 0.50374 0.95870 0.09 -0.15 -0.08 0.11
H -0.57885 -0.94622 0.41634 0.03 -0.15 0.22 0.05
H -1.01480 0.10345 -1.02290 -0.20 0.16 0.01 0.04
```
Forces are in eV/Å.

One molecule with the formula C4H7FN2O in a non-equilibrium geometry. Source: OMol25; level of theory: wB97M-V/def2-TZVPD.

Results
SMILES = CC(=C\F)/N=C/NO
Energy above the lowest of the compared OMol25 structures with the same formula, charge and spin = 449.02 kJ/mol
LUMO level = 0.75 eV
Net charge = 0
E_HOMO = -0.320 Ha
Spin multiplicity = 1

XYZ file:
```
15
Properties=species:S:1:pos:R:3:forces:R:3:lowdin_charge:R:1
C -1.40729 1.44962 0.13197 -2.91 -2.42 0.20 -0.03
C -1.00554 -0.03539 -0.24408 0.45 3.58 0.44 -0.34
C -1.79762 -1.08112 -0.35886 -1.04 -0.06 -0.31 -0.09
F -3.14496 -0.89089 -0.06178 1.08 -0.60 -0.45 -0.04
N 0.37376 0.01499 -0.45678 1.29 -1.96 1.13 0.06
C 1.10551 -0.52011 0.47521 -3.71 -0.04 -0.36 -0.27
N 2.39000 -0.45717 0.48540 5.91 -0.59 -0.59 -0.05
O 3.25556 -0.20087 -0.67085 -3.48 2.34 -1.69 -0.09
H -0.99130 1.75158 1.10820 -0.87 -0.33 -0.16 0.08
H -2.50239 1.60844 -0.13801 0.66 -0.55 1.86 0.09
H -1.14410 2.19984 -0.52387 2.13 1.02 -1.97 0.03
H -1.53154 -2.04501 -0.83449 -0.37 0.65 0.72 0.12
H 0.83115 -1.03042 1.47328 -0.54 0.76 -1.58 0.17
H 2.88964 -1.21020 0.97930 -0.43 0.84 -0.28 0.15
H 2.67910 0.44671 -1.36464 1.83 -2.64 3.06 0.19
```
Forces are in eV/Å.

One molecule with the formula C19H27FN4O4S. Source: OMol25; level of theory: wB97M-V/def2-TZVPD.

Results
SMILES = CN(C(=O)c1cc(S(N)(=O)=O)n(C)c1)[C@H]1CCCN(C(=O)C(F)=C2CCC2)CC1
Energy above the lowest of the compared OMol25 structures with the same formula, charge and spin = 47.32 kJ/mol
LUMO level = 0.48 eV
Net charge = 0
E_HOMO = -0.333 Ha
Spin multiplicity = 1

XYZ file:
```
56
Properties=species:S:1:pos:R:3:forces:R:3:lowdin_charge:R:1
C 1.85031 0.63422 -2.06277 0.34 0.21 0.17 -0.05
N 0.94738 1.78663 -2.04269 -0.69 -0.08 -0.20 -0.09
C 0.25565 1.86693 -0.79918 0.59 -0.65 0.27 -0.40
O -0.81115 1.33477 -0.57847 -0.24 0.47 -0.20 0.11
C 1.00483 2.57431 0.24857 0.03 -0.06 0.01 -0.13
C 2.18798 3.33785 0.11846 -0.07 0.11 0.03 0.02
C 2.48384 3.81180 1.37102 -0.02 -0.12 -0.05 -0.31
S 3.79432 4.85678 1.80395 0.05 0.06 0.03 0.60
N 4.74062 3.90411 2.77384 0.03 0.03 -0.02 -0.06
O 4.48650 5.15227 0.58705 -0.02 0.01 0.01 -0.29
O 3.31418 5.89539 2.66961 0.01 -0.02 -0.03 -0.29
N 1.53710 3.35240 2.26411 -0.01 0.00 -0.01 -0.10
C 1.48153 3.63762 3.68921 0.00 -0.03 0.02 -0.01
C 0.64680 2.60247 1.58412 -0.01 0.07 0.00 0.01
C 0.03697 1.84551 -3.21377 0.08 -0.03 -0.01 -0.29
C 0.81922 2.41592 -4.40664 0.01 0.07 0.02 -0.14
C 0.00892 3.33236 -5.32542 0.00 0.00 -0.06 -0.16
C -1.38332 2.80209 -5.69069 0.03 -0.05 0.11 -0.14
N -1.44993 1.34523 -5.78059 0.03 -0.08 -0.04 -0.04
C -0.82440 0.62461 -6.74715 -0.05 0.09 -0.12 -0.39
O -0.56833 -0.56413 -6.62638 0.05 -0.04 0.04 0.08
C -0.43638 1.33195 -8.01349 0.03 -0.01 0.04 -0.14
F -1.35300 2.20206 -8.52522 0.01 0.03 0.05 0.05
C 0.69189 1.13010 -8.66476 -0.14 -0.12 -0.02 -0.17
C 1.20024 1.59627 -10.00715 0.13 0.10 0.10 -0.10
C 2.09458 0.32614 -10.02320 -0.19 -0.13 -0.04 -0.15
C 1.82548 0.14535 -8.50318 0.13 0.17 0.04 -0.11
C -1.78974 0.63754 -4.54663 -0.02 0.11 0.02 -0.13
C -0.62934 0.50787 -3.56738 0.04 0.01 0.01 -0.13
H 2.44636 0.65492 -2.97519 -0.02 0.00 -0.01 0.09
H 2.53298 0.70207 -1.21445 0.01 0.00 -0.02 0.09
H 1.32413 -0.32296 -2.00145 -0.03 0.01 0.00 0.09
H 2.73872 3.54365 -0.78284 0.00 0.01 0.00 0.12
H 5.46201 3.43877 2.23577 -0.01 -0.04 0.00 0.08
H 5.13947 4.47294 3.51199 -0.02 -0.01 0.02 0.07
H 0.70377 3.01587 4.12452 -0.01 0.02 0.01 0.09
H 2.43577 3.39547 4.15243 0.00 -0.01 0.00 0.08
H 1.26026 4.68836 3.86141 0.00 0.00 -0.02 0.09
H -0.19253 2.13907 2.07582 0.00 0.00 0.00 0.14
H -0.73890 2.56344 -2.92701 -0.02 -0.02 -0.01 0.15
H 1.66128 2.99105 -4.01624 0.01 -0.03 -0.01 0.12
H 1.24146 1.59111 -4.98888 -0.02 0.00 -0.02 0.11
H -0.11755 4.31029 -4.85290 0.00 0.00 0.00 0.11
H 0.58411 3.50065 -6.23907 0.00 0.01 0.01 0.11
H -2.09866 3.07628 -4.91458 0.00 0.03 -0.03 0.12
H -1.72922 3.25554 -6.61393 -0.03 0.01 -0.04 0.11
H 0.46876 1.73801 -10.79983 -0.01 -0.03 -0.01 0.11
H 1.79693 2.50610 -9.90552 -0.03 0.01 -0.04 0.12
H 1.62013 -0.47132 -10.59372 0.05 0.00 -0.02 0.11
H 3.12606 0.43787 -10.34778 0.01 0.03 0.03 0.10
H 2.63249 0.57733 -7.90537 0.00 -0.05 0.02 0.12
H 1.57626 -0.83945 -8.12103 -0.02 -0.01 -0.03 0.11
H -2.61181 1.18902 -4.08400 -0.01 -0.04 0.00 0.13
H -2.14789 -0.35313 -4.81649 -0.01 -0.01 0.00 0.12
H 0.11112 -0.16197 -4.01157 0.00 0.00 0.02 0.11
H -1.00602 0.04430 -2.65598 -0.02 -0.02 0.01 0.11
```
Forces are in eV/Å.

One molecule with the formula C3H5N3O. Source: OMol25; level of theory: wB97M-V/def2-TZVPD.

Results
SMILES = Nc1nc(O)c[nH]1
Energy above the lowest of the compared OMol25 structures with the same formula, charge and spin = 51.63 kJ/mol
LUMO level = 0.91 eV
Net charge = 0
E_HOMO = -0.286 Ha
Spin multiplicity = 1

XYZ file:
```
12
Properties=species:S:1:pos:R:3:forces:R:3:lowdin_charge:R:1
N -1.96807 -0.56327 0.81297 -0.04 -0.19 -0.02 0.11
C -0.72533 -0.20501 0.29968 0.17 0.11 -0.11 -0.47
N 0.35680 -0.94819 0.26413 -0.19 0.18 0.05 0.16
C 1.32159 -0.13150 -0.27466 -0.20 0.29 -0.06 -0.42
O 2.58606 -0.57815 -0.44119 -0.06 -0.21 0.05 0.06
C 0.82483 1.09380 -0.59992 0.27 -0.18 0.02 -0.05
N -0.52193 1.03208 -0.22124 -0.15 -0.14 0.16 0.08
H -1.94556 -1.50837 1.17588 0.05 0.11 -0.01 0.09
H -2.70794 -0.48572 0.12364 0.09 0.05 0.12 0.09
H 2.61464 -1.46134 -0.04544 0.01 0.14 -0.13 0.11
H 1.23639 1.92298 -1.14707 0.05 0.00 0.17 0.11
H -1.07148 1.83268 0.05321 0.00 -0.16 -0.23 0.15
```
Forces are in eV/Å.

One molecule with the formula C6H10O. Source: OMol25; level of theory: wB97M-V/def2-TZVPD.

Results
Energy above the lowest of the compared OMol25 structures with the same formula, charge and spin = 356.97 kJ/mol
LUMO level = 0.20 eV
Net charge = 0
E_HOMO = -0.279 Ha
Spin multiplicity = 1

XYZ file:
```
17
Properties=species:S:1:pos:R:3:forces:R:3:lowdin_charge:R:1
C -1.42635 1.82003 0.09355 -0.04 0.09 0.08 -0.09
C -1.01877 0.59023 -0.73645 0.08 -0.10 -0.08 -0.22
C -0.64516 -0.45387 0.26552 -0.05 0.14 0.11 -0.08
O -0.17583 -2.04059 -0.93173 -0.02 0.08 0.02 -0.11
C 0.89296 -1.94910 -0.19812 0.24 -0.28 -0.01 -0.31
C 1.74175 -0.73485 -0.03486 0.04 0.01 -0.11 -0.11
C 0.59855 -0.58456 0.92132 -0.14 0.11 0.19 -0.16
H -0.59480 2.13775 0.73103 -0.13 0.00 -0.11 0.08
H -2.27958 1.59521 0.74466 0.12 0.04 -0.11 0.08
H -1.70672 2.65574 -0.55362 0.03 -0.14 0.04 0.08
H -0.18603 0.83542 -1.39926 -0.09 -0.05 0.13 0.11
H -1.85201 0.24063 -1.35353 0.14 0.03 0.11 0.12
H -1.50423 -0.88313 0.78431 0.12 0.05 -0.06 0.15
H 1.32773 -2.87706 0.20860 -0.04 0.16 -0.07 0.14
H 2.70715 -0.90936 0.43715 -0.16 -0.01 -0.11 0.11
H 1.80278 -0.05515 -0.88607 -0.07 -0.05 0.16 0.11
H 0.65904 -0.82752 1.97372 -0.02 -0.08 -0.16 0.12
```
Forces are in eV/Å.